Formula: C30H47ClFIO7
Source: OMol25
Level of theory: ωB97M-V with the def2-TZVPD basis set

CARTESIAN COORDINATES (ANGSTROEM)
C -4.4256 0.5742 -1.5736
C -4.4859 1.3101 -2.9302
C -5.1851 2.6655 -2.6219
C -5.4008 0.5719 -3.9264
C -3.0856 1.6820 -3.4678
C -2.2989 0.6093 -4.2541
C -2.6238 0.6029 -5.7769
C -2.3897 -0.8047 -3.6749
C -0.7998 1.0141 -4.1821
C 0.1917 0.0899 -4.4265
C 1.5169 0.4037 -4.3932
C 1.9111 1.6802 -4.0958
O 3.2422 2.0427 -4.0207
C 3.9492 1.3823 -2.9668
C 3.5033 1.8394 -1.5825
O 3.9920 1.0184 -0.5250
C 3.4029 -0.2507 -0.4332
C 1.9795 -0.2541 0.1516
C 1.7564 -1.4518 1.0094
C 1.1447 -2.5845 0.6520
C 0.5399 -2.7985 -0.7014
C 0.8655 -4.1670 -1.3297
C 2.0311 -4.1358 -2.2884
F 1.7695 -3.3778 -3.4119
C 1.0099 -3.6783 1.6442
O 0.2173 -4.5885 1.4985
C 1.8470 -3.6671 2.8980
I 1.9493 -5.4497 3.9748
C 2.4479 -2.5408 3.2641
Cl 3.3731 -2.4585 4.7049
C 2.2860 -1.3355 2.4073
O 2.5600 -0.2367 2.8477
C 0.9424 2.5993 -3.8806
C -0.3804 2.2857 -3.9197
H -4.2234 -0.4876 -1.6753
H -3.5890 1.0073 -1.0226
H -5.3191 0.7564 -0.9869
H -5.9331 2.5266 -1.8433
H -4.4866 3.4242 -2.2741
H -5.7434 3.0255 -3.4820
H -6.1158 -0.0057 -3.3357
H -4.8964 -0.1475 -4.5589
H -6.0133 1.2481 -4.5133
H -3.2172 2.5425 -4.1243
H -2.5133 2.0095 -2.6032
H -3.2763 -0.2331 -6.0191
H -1.6950 0.3854 -6.2959
H -3.0299 1.5501 -6.1131
H -1.8072 -0.8330 -2.7650
H -3.4028 -1.1417 -3.4912
H -1.9664 -1.5029 -4.3916
H -0.0431 -0.9293 -4.6742
H 2.2378 -0.3700 -4.6057
H 4.9838 1.6911 -3.0921
H 3.9475 0.2996 -3.0753
H 2.4201 1.9457 -1.4844
H 3.9289 2.8243 -1.4120
H 3.3796 -0.8050 -1.3761
H 4.0355 -0.8228 0.2436
H 1.2208 -0.1408 -0.6151
H 1.8940 0.6263 0.7878
H 0.8421 -2.0110 -1.3791
H -0.5376 -2.7767 -0.5557
H -0.0030 -4.4742 -1.9111
H 1.0405 -4.9577 -0.6082
H 2.1990 -5.1571 -2.6321
H 2.9575 -3.8247 -1.8027
H 1.2720 3.6080 -3.6770
H -1.0828 3.0742 -3.7153
C -0.6225 0.4963 4.3296
O -1.0229 1.2195 3.1594
H -1.4307 -0.1764 4.6095
H 0.2748 -0.0894 4.1122
H -0.4233 1.1844 5.1500
H -0.2988 1.8053 2.9265
C 0.7705 1.2973 8.0611
O 0.3791 2.0381 6.8980
H -0.0447 0.6286 8.3286
H 1.6642 0.7070 7.8442
H 0.9695 1.9690 8.8862
H 1.1079 2.6216 6.6739
C 2.6529 1.0217 11.6985
O 1.5627 1.1173 10.7836
H 3.4951 1.5631 11.2758
H 2.3874 1.4679 12.6599
H 2.9377 -0.0226 11.8478
H 0.8241 0.6360 11.1659

Cartesian forces, eV/Å:
C 0.9 0.3 -0.4
C -0.7 0.9 0.1
C -0.2 -0.3 0.2
C -0.2 -0.4 0.7
C -0.8 -0.9 -0.3
C 1.1 0.7 -0.1
C 0.1 -0.7 0.6
C -0.2 0.2 -0.4
C -1.1 -0.6 0.0
C -0.3 -0.9 -0.3
C 0.9 -0.7 -0.1
C 0.9 -0.4 0.0
O -0.1 -0.2 0.4
C 0.5 0.3 -0.1
C -0.2 0.1 0.4
O 0.2 0.1 -0.5
C -0.2 -0.5 0.3
C -0.1 0.7 0.2
C 0.1 -0.5 0.4
C 0.4 0.2 -0.4
C -0.2 -0.9 0.5
C -0.1 0.5 -0.7
C 0.1 -1.2 0.5
F 0.0 0.5 0.0
C -0.5 -0.8 0.7
O 0.2 0.4 -0.2
C -0.1 -0.3 -0.3
I -0.1 0.3 -0.3
C 0.1 -0.5 0.1
Cl 0.0 0.5 -0.2
C 0.2 1.4 0.3
O 0.1 -0.5 0.0
C 0.8 1.8 0.3
C -0.9 0.8 0.2
H -0.1 -0.1 0.1
H 0.0 -0.1 0.3
H -0.2 -0.3 0.0
H -0.1 0.0 0.1
H 0.1 0.1 0.0
H 0.3 0.3 -0.2
H -0.1 -0.1 0.0
H 0.1 0.1 -0.2
H 0.2 0.1 -0.4
H 0.1 0.1 0.0
H 0.1 0.0 0.1
H -0.4 0.2 -0.1
H 0.0 0.2 -0.3
H -0.1 0.1 -0.1
H 0.0 -0.3 0.4
H -0.1 0.1 0.1
H 0.1 -0.2 0.0
H -0.2 -0.2 0.0
H 0.2 -0.1 0.0
H 0.1 0.0 -0.1
H -0.3 -0.1 -0.1
H -0.1 -0.1 -0.3
H 0.0 0.1 0.1
H 0.2 0.1 -0.2
H 0.2 0.1 0.0
H -0.1 -0.2 -0.2
H 0.1 0.0 0.1
H -0.1 0.2 -0.1
H -0.2 0.3 -0.1
H -0.1 -0.1 0.0
H 0.0 0.1 0.2
H 0.1 -0.1 -0.1
H 0.0 0.5 -0.1
H -0.1 0.2 0.1
H -0.2 0.1 0.0
C 0.1 0.3 -0.2
O -0.1 -0.2 0.0
H -0.1 0.0 -0.1
H 0.0 -0.1 0.2
H 0.0 -0.2 0.0
H 0.0 0.0 0.0
C 0.1 0.4 -0.5
O 0.0 -0.1 0.2
H 0.0 0.0 -0.1
H 0.0 -0.1 0.2
H 0.0 0.0 0.1
H 0.0 0.0 0.0
C -0.3 -0.1 0.0
O 0.3 -0.1 0.4
H 0.0 0.0 -0.1
H 0.1 0.0 0.0
H 0.1 0.0 0.1
H -0.1 0.0 0.0

Output
SMILES string = CC(C)(C)CC(C)(C)c1ccc(OCCOCCC2=C(CCCF)C(=O)C(I)=C(Cl)C2=O)cc1.CO.CO.CO
Total charge = 0
Calculated total energy = -2555.61937 Eh
Largest force on an atom = 2.01 eV/Å



Formula: C30H48BN10ReSbSi
Source: OMol25
Level of theory: ωB97M-V with the def2-TZVPD basis set

CARTESIAN COORDINATES (ANGSTROEM)
Re -0.8668 0.5174 0.9169
C 0.5141 1.6239 4.7973
C 0.0245 0.7261 3.8833
N -0.1679 1.3376 2.6825
N 0.1623 2.6493 2.8578
C 0.5920 2.8301 4.1014
B -0.2377 3.6374 1.7246
N 0.4898 3.1767 0.4210
C 1.1349 3.8637 -0.5216
C 1.3116 3.0487 -1.6434
C 0.7414 1.8510 -1.3028
N 0.2493 1.9142 -0.0416
N -1.7531 3.3470 1.4264
C -2.8139 4.1533 1.5108
C -3.9404 3.4691 1.0681
C -3.4780 2.2201 0.7152
N -2.1459 2.1508 0.9233
N -0.0385 5.0580 2.0942
C -0.4597 5.6843 3.2459
C -0.2615 7.0192 3.0883
C 0.2757 7.1473 1.7849
N 0.3905 5.9812 1.1854
H 0.7775 1.4427 5.8256
H -0.2083 -0.3141 4.0224
H 0.9492 3.7901 4.4394
H 1.3905 4.8980 -0.3469
H 1.7850 3.3181 -2.5726
H 0.6184 0.9553 -1.8896
H -2.7120 5.1657 1.8727
H -4.9520 3.8348 1.0218
H -4.0120 1.3819 0.3044
H -0.8848 5.1454 4.0789
H -0.4796 7.8048 3.7921
H 0.5589 8.0517 1.2682
C 1.1979 -2.2130 2.9783
C -0.2020 -2.3157 2.4560
C -1.0874 -3.2582 2.9291
C -2.3665 -3.3672 2.3783
C -2.7404 -2.5717 1.3127
C -1.8144 -1.6524 0.8421
N -0.5799 -1.4925 1.4381
N -1.9596 -0.6776 -0.1576
Si -3.0393 -0.8984 -1.6293
C -2.4098 0.3560 -2.8251
C -2.6378 -2.6268 -2.1724
C -4.8366 -0.7388 -1.2382
H 1.7519 -3.1111 2.6963
H 1.2093 -2.1757 4.0676
H 1.7151 -1.3402 2.5853
H -0.7805 -3.9088 3.7382
H -3.0704 -4.0832 2.7855
H -3.7220 -2.6423 0.8641
H -1.3312 0.2547 -2.9771
H -2.6197 1.3850 -2.5193
H -2.8962 0.1992 -3.7924
H -1.5614 -2.8238 -2.1669
H -3.0027 -2.7743 -3.1928
H -3.1216 -3.3807 -1.5473
H -5.1274 0.2415 -0.8633
H -5.1875 -1.4913 -0.5302
H -5.3875 -0.8969 -2.1710
C 1.7164 -0.6344 -4.3374
C 1.6896 -2.0329 -3.7455
C 0.6016 -2.9353 -4.3008
Sb 1.5655 -1.8749 -1.5530
C 2.0742 -3.7884 -0.6347
C 3.0998 -4.4743 -1.5338
C 0.8247 -4.6262 -0.3964
C 3.2112 -0.5144 -1.0836
C 3.2827 -0.2171 0.4096
C 4.5055 -1.1126 -1.6278
H 1.9804 -0.7100 -5.3963
H 2.4644 0.0114 -3.8739
H 0.7356 -0.1557 -4.2896
H 2.6730 -2.5117 -3.8070
H -0.3767 -2.4540 -4.2630
H 0.5483 -3.8995 -3.7933
H 0.8220 -3.1416 -5.3518
H 2.5227 -3.4742 0.3102
H 2.6653 -4.7828 -2.4865
H 3.4448 -5.3806 -1.0268
H 3.9816 -3.8666 -1.7277
H 0.3418 -4.9098 -1.3335
H 0.0889 -4.1137 0.2293
H 1.1090 -5.5508 0.1127
H 2.9475 0.3924 -1.6276
H 3.5789 -1.1014 0.9793
H 2.3398 0.1666 0.8069
H 4.0468 0.5446 0.5869
H 4.8307 -1.9703 -1.0387
H 5.2927 -0.3565 -1.5515
H 4.4457 -1.4019 -2.6782

Cartesian forces, eV/Å:
Re 0.5 1.2 -0.5
C 0.0 0.0 0.0
C 0.1 0.2 -0.1
N -0.2 -0.3 0.2
N -0.1 -0.1 -0.1
C 0.1 0.1 0.1
B -0.1 0.1 -0.2
N 0.0 0.2 -0.2
C 0.0 0.0 0.0
C 0.1 0.0 0.0
C 0.1 0.0 0.0
N -0.2 -0.6 0.4
N 0.1 0.0 -0.1
C 0.0 0.1 0.0
C 0.0 0.0 0.0
C 0.1 0.1 0.0
N -0.2 -0.7 0.1
N 0.0 -0.1 0.3
C 0.0 -0.2 -0.1
C 0.0 0.2 -0.1
C -0.1 0.0 0.0
N 0.0 0.1 0.3
H 0.0 0.0 0.0
H 0.0 0.0 -0.1
H 0.0 0.0 -0.1
H 0.0 -0.1 0.0
H 0.0 0.0 0.0
H 0.0 0.0 0.1
H 0.0 0.0 0.0
H 0.0 0.0 0.0
H 0.0 0.0 0.1
H 0.0 0.0 -0.1
H 0.0 0.0 0.0
H 0.0 0.0 0.0
C 0.0 0.0 0.0
C 0.1 0.1 0.0
C -0.1 0.0 0.0
C 0.0 0.0 0.0
C -0.1 0.0 -0.1
C 0.2 -0.3 -0.2
N -0.5 0.0 0.0
N -0.2 0.2 0.7
Si 0.0 -0.1 -0.1
C 0.0 0.2 0.0
C 0.0 -0.1 0.1
C -0.1 0.1 0.1
H 0.0 0.0 0.0
H 0.0 0.0 0.0
H 0.0 0.0 0.0
H 0.0 0.0 0.0
H 0.0 0.0 0.0
H 0.0 0.0 0.0
H 0.0 0.0 0.0
H 0.0 0.0 0.0
H 0.0 0.0 0.0
H 0.0 0.0 0.0
H 0.0 0.0 0.0
H 0.0 0.0 0.0
H -0.1 0.0 -0.1
H 0.0 0.0 0.0
H 0.0 0.0 0.0
C 0.1 -0.1 -0.2
C -0.2 0.0 0.5
C 0.1 0.0 -0.2
Sb 0.6 -0.1 -0.3
C -0.2 0.2 -0.2
C 0.0 -0.1 0.1
C 0.0 -0.1 0.1
C -0.3 -0.1 0.2
C 0.1 0.0 -0.1
C 0.1 0.1 0.0
H 0.0 0.0 0.0
H 0.0 0.0 0.0
H 0.0 0.0 0.0
H 0.0 0.0 -0.1
H 0.0 0.0 0.0
H 0.0 0.0 0.0
H 0.0 0.0 0.0
H 0.0 -0.1 0.0
H 0.0 0.0 0.0
H 0.0 0.0 0.0
H 0.0 0.0 0.0
H 0.0 0.0 0.0
H 0.0 0.0 0.0
H 0.0 0.0 0.0
H 0.1 0.0 0.0
H -0.1 0.0 0.0
H 0.0 0.0 0.0
H 0.0 0.0 0.0
H 0.0 0.0 0.0
H 0.0 0.0 0.0
H 0.0 0.0 0.0

Output
Total charge = +3
Calculated total energy = -2351.56550 Eh
Multiplicity = 3
Largest force on an atom = 1.43 eV/Å



Formula: C30H48BrN2O7P
Source: OMol25
Level of theory: ωB97M-V with the def2-TZVPD basis set

CARTESIAN COORDINATES (ANGSTROEM)
C -3.6968 -0.1301 4.1413
C -3.2901 0.0153 2.9917
C -2.5634 0.7210 1.8167
N -3.2123 1.6668 1.0826
N -2.5336 2.2592 0.1205
C -3.3908 3.2599 -0.6302
C -4.0756 4.2580 0.4013
C -5.5222 3.8556 0.8789
C -6.2112 2.5463 0.6676
C -7.5916 2.2747 1.2216
C -8.3495 3.3110 2.0064
C -7.6888 4.6560 2.1994
C -6.3064 4.9109 1.6506
C -1.2268 2.1364 -0.3170
O -0.6057 2.8463 -1.3301
C -0.0766 4.1362 -0.8951
C -0.0589 4.3772 0.6683
C 0.6905 5.7529 1.0632
C -0.3612 1.0835 0.4027
P 1.4264 0.6952 -0.0399
O 2.1243 1.9946 -0.9096
Br 2.6931 0.5806 1.8548
C -1.1155 0.3863 1.5151
C -0.4106 -0.7050 2.4312
O -0.2132 -1.8792 2.0714
O -0.0067 -0.2261 3.6079
H -4.1915 -0.2993 5.1299
H -2.8020 3.8788 -1.3590
H -4.1511 2.6560 -1.2306
H -3.4156 4.3195 1.3339
H -4.1427 5.3320 0.0205
H -5.6592 1.7257 0.1107
H -8.1138 1.2744 1.0924
H -9.3684 3.1466 2.4618
H -8.1856 5.4921 2.7859
H -5.8555 5.9271 1.8416
H 0.9927 4.2648 -1.2750
H -0.6677 4.9604 -1.4262
H 0.5106 3.5701 1.2421
H -1.1162 4.4993 1.0865
H 0.2066 6.6584 0.5901
H 0.5579 5.8403 2.1914
H 1.7998 5.6669 0.8660
H 2.6693 2.4624 -0.2393
C 6.4381 0.4593 -4.7970
C 6.0371 -0.2881 -3.5363
O 5.1250 0.4296 -2.7203
C 3.8639 0.7315 -3.3019
C 3.0598 -0.5025 -3.6722
H 6.7759 1.4698 -4.5557
H 7.2409 -0.0694 -5.3151
H 5.5978 0.5515 -5.4894
H 6.9298 -0.4501 -2.9268
H 5.6395 -1.2802 -3.7747
H 3.9895 1.3961 -4.1637
H 3.3080 1.2961 -2.5507
H 3.5198 -1.0463 -4.5008
H 2.0502 -0.2207 -3.9787
H 2.9952 -1.1907 -2.8256
C -0.4159 -4.9856 -5.8681
C 1.0069 -4.7222 -5.4045
O 1.2144 -3.3966 -4.9437
C 0.4535 -2.9982 -3.8121
C 0.7469 -3.8201 -2.5688
H -0.7362 -4.2240 -6.5827
H -0.4880 -5.9679 -6.3397
H -1.1177 -4.9650 -5.0308
H 1.6824 -4.8598 -6.2527
H 1.3143 -5.4456 -4.6421
H -0.6159 -3.0055 -4.0481
H 0.7214 -1.9584 -3.6141
H 0.3934 -4.8485 -2.6777
H 0.2487 -3.3872 -1.6987
H 1.8218 -3.8623 -2.3780
C 1.0950 -3.3131 4.2645
C 2.0408 -3.0569 5.4236
O 1.9008 -3.9893 6.4904
C 2.1754 -5.3445 6.1778
C 3.6072 -5.5822 5.7286
H 0.0666 -3.4101 4.6190
H 1.1451 -2.4997 3.5464
H 1.3500 -4.2390 3.7402
H 1.8166 -2.0743 5.8460
H 3.0818 -3.0191 5.0832
H 1.4617 -5.7182 5.4363
H 1.9972 -5.9116 7.0954
H 3.8010 -5.1241 4.7556
H 3.8060 -6.6525 5.6385
H 4.3131 -5.1484 6.4408

Cartesian forces, eV/Å:
C -0.2 -0.1 -1.2
C 0.8 2.1 0.1
C 0.9 -0.3 -0.4
N 1.5 -2.5 1.8
N 1.4 2.0 -3.0
C -1.1 0.8 -0.1
C -0.6 -0.2 0.7
C -3.2 0.1 1.4
C -0.9 1.6 1.2
C 0.5 2.4 0.8
C 3.3 1.1 -1.2
C 1.8 -1.9 -1.4
C -1.4 -2.4 -0.3
C 2.5 -3.3 2.5
O -1.7 -0.4 1.8
C 0.9 2.0 0.4
C 0.3 1.0 0.3
C -0.5 -0.9 0.5
C -4.3 2.0 2.0
P 0.6 -1.0 -1.3
O -0.8 -0.5 2.5
Br -0.9 0.6 -0.8
C 0.4 0.5 -1.1
C 2.1 0.0 4.2
O -1.2 2.1 -1.3
O -2.0 -0.3 -4.4
H 0.9 0.1 -1.6
H -0.2 -1.0 0.8
H 1.0 0.9 0.9
H -0.8 -0.2 -1.2
H 0.2 -1.6 0.1
H -1.0 1.1 0.9
H 1.1 1.4 0.0
H 1.4 0.0 -0.8
H 0.6 -1.3 -0.9
H -0.5 -1.3 -0.3
H -1.5 -0.7 0.3
H 0.5 -1.1 0.8
H -1.0 0.8 -0.9
H 1.4 -0.6 -0.6
H 0.8 -1.0 0.4
H 0.2 0.0 -1.5
H -1.3 0.3 0.0
H -0.2 0.0 -0.7
C -0.2 0.0 -0.1
C 0.1 0.1 0.0
O 0.1 0.1 0.2
C -0.1 0.0 0.1
C 0.2 -0.1 -0.2
H 0.1 -0.1 0.0
H 0.0 0.0 0.0
H 0.1 0.0 0.0
H -0.2 0.1 0.1
H 0.0 0.0 -0.1
H 0.0 -0.1 -0.1
H 0.3 -0.1 -0.1
H -0.1 0.0 0.0
H 0.1 0.0 0.0
H 0.0 0.1 0.0
C -0.2 0.0 0.2
C 0.0 0.0 -0.1
O 0.1 0.2 -0.1
C 0.1 0.0 0.1
C -0.1 -0.2 0.0
H 0.1 -0.1 0.0
H 0.0 0.1 0.0
H 0.0 -0.1 0.0
H 0.0 0.2 0.1
H -0.1 0.0 0.0
H 0.0 -0.1 0.0
H 0.1 -0.1 -0.2
H 0.0 0.0 0.1
H 0.1 0.0 0.0
H -0.1 0.1 0.0
C 0.4 -0.3 0.1
C -0.3 0.0 -0.2
O 0.1 -0.1 0.3
C 0.0 0.1 0.1
C 0.1 0.1 -0.2
H 0.0 0.2 0.0
H -0.1 -0.1 0.2
H 0.0 0.0 0.0
H 0.0 -0.2 0.1
H 0.0 -0.1 0.0
H 0.1 0.0 -0.1
H -0.1 0.2 0.0
H 0.0 -0.1 0.0
H 0.0 0.0 0.0
H -0.1 -0.1 0.0

Output
Total charge = 0
Calculated total energy = -4723.10676 Eh
Largest force on an atom = 5.16 eV/Å



Formula: C30H48BrN3P2PtSe
Source: OMol25
Level of theory: ωB97M-V with the def2-TZVPD basis set

CARTESIAN COORDINATES (ANGSTROEM)
N 5.6399 -1.7788 -3.8515
C 4.9839 -2.9316 -3.6405
C 3.6483 -3.1185 -4.0033
C 2.9756 -2.0753 -4.6975
C 3.6833 -0.8618 -4.9143
C 5.0222 -0.7854 -4.5080
C 1.5818 -2.1666 -4.9538
Pt -0.8527 0.7155 -0.3561
P -2.5040 1.1879 3.5888
C 0.8193 -1.0641 -5.2146
C -0.3957 -0.7996 -4.5233
C -0.9153 0.5286 -4.3913
C -1.3541 0.8921 -3.1274
C -1.2710 -0.1082 -2.1433
C -1.2355 -1.4760 -2.3924
C -0.8668 -1.8424 -3.6618
Br -2.5290 2.3188 0.5662
H 1.1165 -3.1304 -4.7757
H 1.2248 -0.2464 -5.8045
H 3.1085 -3.9965 -3.6418
H 3.1928 0.0471 -5.2652
H 5.5469 -3.7377 -3.1288
H 5.6037 0.1292 -4.6843
H -0.8552 1.2386 -5.2102
H -0.8418 -2.8982 -3.9250
H -1.7013 1.8788 -2.8505
H -1.4264 -2.1692 -1.5714
P 0.9058 2.2239 0.0343
C -3.7999 0.1227 2.8958
C -5.0845 0.0183 3.7009
H -3.3512 -0.8704 2.6961
H -4.0289 0.5307 1.8943
H -5.4876 -0.9977 3.6340
H -4.9325 0.2532 4.7598
H -5.8479 0.6968 3.3033
C -3.1614 2.7720 4.1801
C -4.6589 3.0308 3.9713
H -2.5697 3.4838 3.5615
H -2.8658 2.9242 5.2389
H -4.7713 4.1199 4.0242
H -5.0694 2.7013 3.0029
H -5.2812 2.5713 4.7743
C -1.5214 0.2439 4.8137
C -2.3782 0.0114 6.0489
H -0.5882 0.7966 5.0439
H -1.1970 -0.7068 4.3491
H -1.7603 -0.3396 6.8870
H -2.8634 0.9527 6.3409
H -3.1395 -0.7502 5.8382
C 2.0585 1.7685 1.3787
C 1.6012 2.1409 2.7915
H 3.0298 2.2296 1.1365
H 2.2231 0.6845 1.3343
H 2.4736 2.3308 3.4376
H 0.9679 3.0388 2.8159
H 1.0451 1.3032 3.2362
C 0.5475 4.0127 0.2076
C -0.0228 4.5905 -1.0890
H 1.4820 4.5176 0.5067
H -0.1659 4.1279 1.0336
H 0.2037 5.6618 -1.1713
H 0.3888 4.1087 -1.9883
H -1.1007 4.4708 -1.1029
C 1.7784 2.0970 -1.5900
C 2.7387 0.9132 -1.5619
H 2.3191 3.0432 -1.7845
H 0.9900 1.9972 -2.3673
H 3.2637 0.7969 -2.5190
H 3.5044 1.0353 -0.7839
H 2.1966 -0.0300 -1.3830
C -1.7286 -3.9171 0.4593
N -0.3589 -3.6499 0.0247
C 0.4085 -4.5334 -0.7123
C 1.6543 -4.0070 -0.8141
N 1.6547 -2.8019 -0.1068
C 2.8661 -2.1378 0.3401
C 0.3880 -2.5593 0.3639
Se -0.2039 -1.0392 1.2867
H -2.0632 -3.1135 1.1170
H -1.7799 -4.8795 1.0027
H -2.3904 -3.9975 -0.4174
H -0.0024 -5.4621 -1.0924
H 2.5467 -4.3595 -1.2983
H 3.3948 -2.7737 1.0757
H 3.5358 -1.9553 -0.5086
H 2.6096 -1.1914 0.8304

Cartesian forces, eV/Å:
N 0.1 -0.4 -0.4
C -0.1 0.4 0.2
C 0.0 0.7 -0.2
C 1.9 0.4 0.2
C 0.6 -0.5 0.5
C -0.6 -0.4 0.2
C -1.2 0.5 -0.4
Pt -0.2 1.0 0.1
P -0.1 -0.7 -0.4
C 0.5 -0.4 -1.3
C -1.4 -0.6 0.0
C 0.7 -0.9 0.3
C -0.1 -0.9 0.4
C -0.7 0.5 1.7
C 0.0 0.0 -0.3
C -0.4 0.5 0.5
Br 0.1 0.3 -0.3
H -0.1 0.2 0.7
H 0.2 0.1 0.5
H 0.1 0.1 -0.6
H 0.2 -0.5 -0.2
H -0.4 0.6 -0.3
H -0.2 -0.4 0.2
H 0.3 -0.1 0.1
H 0.4 0.3 -0.1
H 0.0 0.1 -0.2
H 0.0 0.1 -0.6
P 0.0 0.1 -0.1
C 0.2 -0.3 -1.0
C -0.6 -0.2 0.5
H 0.0 0.5 0.3
H 0.2 -0.2 0.5
H 0.1 0.2 0.1
H -0.2 -0.1 -0.2
H 0.2 -0.2 0.2
C 0.6 0.3 -0.1
C -0.5 0.1 0.4
H -0.4 -0.2 0.5
H -0.1 -0.1 -0.6
H -0.2 -0.3 0.0
H 0.4 0.2 0.3
H 0.5 0.4 -0.6
C 0.7 0.1 -0.3
C -0.2 -0.1 0.4
H -0.6 -0.1 -0.1
H -0.3 0.5 0.0
H -0.2 0.1 -0.2
H 0.0 -0.4 0.2
H 0.1 0.3 0.2
C 0.6 -0.1 -0.2
C -0.1 0.1 0.3
H -0.3 0.1 0.1
H -0.1 0.3 -0.1
H -0.3 -0.1 -0.3
H 0.2 -0.2 0.0
H 0.0 0.3 -0.1
C 0.0 -0.2 0.3
C 0.1 0.3 -0.3
H -0.2 -0.3 -0.1
H 0.2 0.1 -0.2
H -0.1 -0.3 0.1
H -0.1 0.3 0.3
H -0.1 0.0 -0.1
C 0.0 0.1 0.1
C 0.1 -0.4 -0.3
H -0.2 -0.4 0.2
H 0.6 0.0 0.4
H -0.1 0.1 0.2
H -0.2 -0.1 -0.2
H 0.1 0.3 0.0
C -0.5 -0.5 -0.2
N 0.6 0.6 0.2
C 0.1 0.1 0.0
C -0.3 0.6 0.6
N -1.4 -0.6 0.0
C 0.7 0.2 0.2
C 0.8 -1.4 -0.4
Se 0.1 -0.3 -0.3
H 0.1 -0.1 -0.2
H 0.2 0.5 -0.2
H 0.2 0.1 0.3
H 0.1 0.3 0.1
H 0.0 -0.1 0.1
H -0.3 0.2 -0.4
H -0.2 0.0 0.2
H 0.0 -0.4 -0.3

Output
Total charge = +2
Calculated total energy = -7113.02633 Eh
Multiplicity = 3
Relative energy (zero: lowest compared OMol25 entry of this formula, charge and spin) = 3.225 eV
Largest force on an atom = 1.95 eV/Å



> total charge of number 3 (C30H48BrN2O7P)?

0



> Which of these has the lowest largest force on an atom?

C30H48BN10ReSbSi